# 1
C28H47Cl3CrN2O3PSi | ωB97M-V with the def2-TZVPD basis set

Summary:
Calculated total energy = -122080.4473 eV
Expectation value of S² = 6.01
Energy above the lowest of the compared OMol25 structures with the same formula, charge and spin = 50.1 kcal/mol
E_LUMO (spin up / spin down) = 2.5 / 2.5 eV
Net charge = -1
Spin multiplicity = 5

Each line ends with the Löwdin charge.
Atoms and positions in Å:
C: -1.9183 6.2627 -3.6825  -0.06
C: -2.5116 5.8084 -4.9855  -0.22
H: -0.9971 6.8221 -3.8949  0.07
H: -1.7450 5.4081 -3.0212  0.07
H: -2.5464 7.0081 -3.1605  0.09
C: -2.4069 6.5794 -6.0828  -0.14
C: -1.6068 7.8227 -6.2250  -0.12
H: -3.0187 6.3911 -6.9649  0.10
H: -0.5648 7.7347 -5.9019  0.07
H: -2.0699 8.6898 -5.7421  0.08
H: -1.6108 8.0897 -7.2841  0.06
Cr: -3.9108 2.5160 -2.8098  0.02
Cl: -2.6573 2.4450 -0.9308  -0.16
Cl: -6.0647 2.3515 -2.7323  -0.11
C: -2.5464 -2.0032 -2.0544  -0.32
O: -1.3641 -2.2707 -1.8242  -0.03
N: -3.1836 -2.3227 -3.2096  -0.20
C: -2.4540 -2.9231 -4.3061  -0.05
C: -4.5949 -2.0625 -3.4353  -0.06
H: -3.1794 -1.4426 -1.3400  0.14
H: -1.6294 -3.5319 -3.9254  0.09
H: -2.0605 -2.1490 -4.9928  0.08
H: -3.1434 -3.5487 -4.8853  0.08
H: -5.1181 -1.9737 -2.4712  0.09
H: -5.0258 -2.9040 -4.0091  0.08
H: -4.7653 -1.1285 -4.0087  0.09
H: 3.3207 4.0115 -0.6134  0.09
H: 2.5051 3.3500 -3.6170  -0.01
C: 4.0642 3.4424 -1.1943  -0.06
C: 3.3842 2.7193 -3.4611  -0.07
N: 3.4527 2.4309 -2.0369  -0.19
H: 4.7673 2.9674 -0.4948  0.09
C: 2.9051 1.3117 -1.5295  -0.31
O: 2.3652 0.4109 -2.2133  -0.05
H: 3.2790 1.8043 -4.0395  0.09
H: 2.8957 1.2754 -0.4197  0.13
H: 4.6107 4.1374 -1.8359  0.08
H: 4.2549 3.2949 -3.7820  0.08
O: -2.9582 3.5869 -4.0545  -0.44
C: -3.4825 4.5868 -4.8987  -0.34
C: -3.1076 4.0115 -7.3488  -0.09
C: -3.9614 4.0725 -6.2500  -0.18
H: -2.0629 4.3323 -7.2541  0.10
C: -3.5904 3.6240 -8.6036  -0.09
H: -4.3609 4.9961 -4.3793  0.14
C: -5.2846 3.6030 -6.3804  -0.02
H: -2.9081 3.5581 -9.4475  0.10
C: -4.9132 3.2095 -8.7469  -0.11
C: -5.7661 3.2403 -7.6436  -0.09
H: -5.9405 3.5052 -5.5087  0.09
H: -5.2805 2.8922 -9.7283  0.09
H: -6.7651 2.8377 -7.7475  0.09
Si: -0.8170 2.0027 -5.0157  0.26
Cl: 0.4176 3.5702 -4.5626  0.45
C: -0.3811 2.2938 -6.8743  -0.27
C: -2.5763 1.1923 -5.3461  -0.21
C: -0.5631 0.5304 -3.8292  -0.19
H: -1.2013 1.9862 -7.5654  0.02
H: 0.4443 1.5662 -6.9761  0.01
H: 0.0167 3.3089 -7.1596  0.02
H: 0.4987 0.4472 -3.6325  -0.01
H: -0.8640 -0.3807 -4.3859  0.01
H: -1.1656 0.6080 -2.8755  0.04
H: -3.0850 1.7103 -6.1595  0.01
H: -3.3180 1.1022 -4.5215  -0.01
H: -2.3569 0.1777 -5.6965  0.02
C: 0.8227 -0.8896 2.2022  -0.32
P: 0.9795 -1.4354 0.4233  0.93
C: 2.8048 -1.5435 0.3784  -0.33
C: 0.6257 -3.2313 0.6336  -0.40
C: -0.2534 -3.7073 1.6221  -0.10
C: -0.3907 -5.0804 1.8190  -0.10
C: 0.2657 -5.9802 0.9814  -0.11
C: 1.0454 -5.4995 -0.0777  -0.10
C: 1.2090 -4.1320 -0.2821  -0.11
H: 1.4508 -1.5126 2.8699  0.04
H: 1.1570 0.1672 2.2395  0.03
H: -0.2402 -0.9377 2.5133  0.03
H: 3.1671 -2.4604 0.8528  0.04
H: 3.0832 -1.5210 -0.6808  0.02
H: 3.2430 -0.6674 0.8641  0.02
H: -0.8104 -3.0091 2.2488  0.09
H: -1.0146 -5.4382 2.6364  0.10
H: 0.1548 -7.0446 1.1475  0.09
H: 1.5464 -6.2048 -0.7324  0.09
H: 1.8070 -3.7708 -1.1324  0.11

---

# 2
C28H48B2Cl30I2O6Si | ωB97M-V with the def2-TZVPD basis set

Summary:
Calculated total energy = -443205.0472 eV
SMILES = CCB(O)[C@@](CCCO)(OC[C@H](OCCCO[Si](C)(C)C)B(C)O)/C(I)=C(/C)I.ClC(Cl)Cl.ClC(Cl)Cl.ClC(Cl)Cl.ClC(Cl)Cl.ClC(Cl)Cl.ClC(Cl)Cl.ClC(Cl)Cl.ClC(Cl)Cl.ClC(Cl)Cl.ClC(Cl)Cl
E_LUMO = -0.1 eV
Net charge = 0

Each line ends with the Löwdin charge.
Atoms and positions in Å:
C: -0.0681 7.4844 -5.6745  -0.09
C: -0.3604 6.0132 -6.1405  -0.11
B: -0.9679 5.2090 -4.9191  -0.51
O: -1.8217 5.8663 -4.0438  0.11
C: -0.6749 3.6522 -4.6352  -0.44
C: 0.8492 3.6157 -4.2594  -0.20
C: 1.1336 4.5149 -3.0250  -0.16
C: 2.4248 4.1018 -2.3035  -0.27
O: 3.5632 4.4061 -3.1258  -0.12
O: -1.3643 3.2004 -3.4746  -0.15
C: -1.3618 1.7894 -3.3124  -0.16
C: -1.5415 1.5122 -1.8133  -0.20
O: -0.2338 1.6037 -1.2195  -0.10
C: -0.2742 2.0054 0.1343  -0.20
C: -0.0349 0.8222 1.0977  -0.12
C: 1.4459 0.5726 1.4633  -0.24
O: 1.7929 -0.7613 1.0454  -0.23
Si: 2.0233 -1.8096 2.3408  0.45
C: 2.5864 -3.5253 1.8055  -0.16
C: 0.3740 -1.8748 3.2954  -0.15
C: 3.3286 -1.1767 3.5734  -0.16
B: -2.0254 -0.0075 -1.6632  -0.43
C: -3.3829 -0.4851 -0.9748  -0.05
O: -1.1777 -0.9998 -2.1578  0.13
C: -0.8776 2.7696 -5.8816  -0.62
I: 0.7865 1.8465 -6.8988  0.99
C: -2.0446 2.5061 -6.3987  -0.76
C: -2.2644 1.6527 -7.6420  -0.22
I: -3.8158 3.2838 -5.5195  1.06
H: -0.9474 8.1113 -5.8258  0.08
H: 0.1199 7.4792 -4.5947  0.05
H: 0.8137 7.8885 -6.1741  0.07
H: 0.5584 5.5559 -6.5171  0.09
H: -1.1572 6.0649 -6.8959  0.12
H: -1.3837 6.0747 -3.2090  0.11
H: 1.4255 4.0636 -5.0754  0.07
H: 1.1992 2.6084 -4.0163  0.09
H: 0.2844 4.5701 -2.3356  0.12
H: 1.3256 5.5469 -3.3644  0.10
H: 2.4354 3.0345 -2.0523  0.12
H: 2.5066 4.7301 -1.4194  0.06
H: 3.4219 4.0400 -4.0060  0.09
H: -0.4396 1.2963 -3.6307  0.14
H: -2.2505 1.3749 -3.8173  0.10
H: -2.2802 2.2047 -1.3888  0.15
H: -1.1864 2.5553 0.3999  0.12
H: 0.5481 2.7244 0.2855  0.12
H: -0.6272 1.0455 1.9964  0.12
H: -0.4189 -0.1193 0.6902  0.11
H: 1.5257 0.6695 2.5551  0.09
H: 2.1439 1.2384 0.9477  0.12
H: 1.9613 -3.9699 1.0244  0.03
H: 2.5581 -4.1813 2.6853  0.02
H: 3.6200 -3.4954 1.4433  0.03
H: 0.3091 -2.7533 3.9418  0.00
H: -0.4650 -1.8087 2.5937  0.01
H: 0.3514 -0.9598 3.9036  0.03
H: 3.6136 -0.1387 3.3678  0.03
H: 4.2236 -1.8051 3.5257  0.03
H: 2.9221 -1.2104 4.5909  0.02
H: -3.9045 -1.1618 -1.6639  0.07
H: -3.1577 -0.9559 -0.0162  0.02
H: -3.9965 0.4103 -0.8343  0.03
H: -1.7180 -1.5036 -2.7856  0.10
H: -1.8685 0.6558 -7.4202  0.05
H: -3.3227 1.6233 -7.8951  0.04
H: -1.6730 2.0269 -8.4819  0.05
C: 0.7917 -4.6242 7.1082  -1.54
Cl: -0.6560 -4.8486 6.1243  0.51
Cl: 2.1949 -4.3297 6.0772  0.54
Cl: 0.5669 -3.3010 8.2505  0.50
H: 0.9685 -5.5325 7.6714  0.00
C: -1.5342 -8.1414 3.6829  -1.54
Cl: -0.7860 -8.2453 5.2797  0.51
Cl: -3.2881 -7.9970 3.8306  0.53
Cl: -0.8743 -6.7815 2.7733  0.53
H: -1.3112 -9.0524 3.1427  0.01
C: -5.5518 -1.4532 2.3766  -1.51
Cl: -3.8090 -1.6819 2.5714  0.54
Cl: -5.8844 -0.5193 0.9154  0.58
Cl: -6.3813 -3.0122 2.3675  0.51
H: -5.9138 -0.8906 3.2275  0.01
C: 6.3802 5.0459 -1.4439  -1.53
Cl: 5.9858 5.9579 0.0155  0.50
Cl: 7.0634 6.1093 -2.6743  0.54
Cl: 7.4977 3.7238 -1.0735  0.55
H: 5.4642 4.6167 -1.8373  -0.02
C: 2.8433 8.3685 -0.5595  -1.51
Cl: 4.0801 8.5073 0.6906  0.51
Cl: 3.2985 7.1141 -1.7121  0.60
Cl: 1.2642 8.0218 0.1545  0.53
H: 2.7774 9.3117 -1.0865  0.02
C: -6.6100 -6.7923 0.6108  -1.54
Cl: -7.8840 -6.5179 -0.5783  0.53
Cl: -5.0884 -6.1209 0.0215  0.51
Cl: -7.0739 -6.1178 2.1772  0.50
H: -6.4882 -7.8606 0.7343  0.01
C: 10.4968 1.7833 -0.3156  -1.57
Cl: 10.6738 1.3681 1.3908  0.52
Cl: 11.9572 2.5651 -0.9237  0.52
Cl: 10.1107 0.3500 -1.2710  0.52
H: 9.6759 2.4821 -0.4098  -0.07
C: -3.1186 -5.1383 -4.9643  -1.56
Cl: -3.0222 -6.2864 -6.2984  0.53
Cl: -4.2818 -3.8568 -5.3444  0.51
Cl: -3.5675 -5.9574 -3.4692  0.51
H: -2.1419 -4.6883 -4.8303  0.01
C: -4.9218 -8.9315 7.1271  -1.57
Cl: -4.6770 -9.9886 8.5197  0.52
Cl: -6.3723 -9.4038 6.2349  0.51
Cl: -5.0280 -7.2446 7.6378  0.52
H: -4.0688 -9.0343 6.4679  -0.03
C: 0.8136 -4.4195 12.3320  -1.54
Cl: 1.1174 -5.3241 10.8470  0.51
Cl: -0.1283 -2.9654 11.9932  0.52
Cl: -0.0082 -5.4305 13.5217  0.53
H: 1.7674 -4.1171 12.7446  0.01

---

# 3
C28H48BClNbO20 | ωB97M-V with the def2-TZVPD basis set

Summary:
Calculated total energy = -85508.4514 eV
E_LUMO = 1.7 eV
Net charge = -1

Each line ends with the Löwdin charge.
Atoms and positions in Å:
C: -4.0088 0.5139 4.1154  -0.13
C: -4.3715 -0.4820 2.8666  -0.24
O: -3.2443 -0.8433 1.9966  -0.18
B: -2.2862 0.2631 1.8127  -0.62
O: -2.5356 1.5030 1.0199  -0.05
Nb: -0.2504 0.0119 2.9140  1.48
Cl: -1.1684 -2.1268 3.9369  -0.11
C: 1.6162 -0.2954 4.1980  -0.48
C: 1.7764 1.0294 5.1673  -0.27
C: 0.5619 1.9216 1.9726  -0.33
C: 0.0938 3.2858 2.7543  -0.25
O: -1.0366 3.4105 3.4552  -0.16
C: 0.6191 -1.1634 1.1684  -0.29
C: -0.4356 -1.5063 -0.0406  -0.37
O: -0.5639 -0.6574 -1.0796  -0.09
O: -1.2385 -2.7622 -0.0601  -0.04
H: -4.9045 0.4031 4.8968  0.07
H: -3.0396 0.2039 4.7246  0.04
H: -4.0117 1.6726 3.8299  0.09
H: -4.7462 -1.5030 3.3585  0.14
H: -5.3182 -0.0637 2.2719  0.11
H: -2.8370 2.2277 1.6725  0.09
H: -0.9730 0.9466 4.3194  -0.06
H: 1.4749 -1.2763 4.8532  0.02
H: 2.5800 -0.4283 3.5332  0.04
H: 2.4706 0.7494 6.0754  0.05
H: 0.7351 1.3513 5.6469  0.04
H: 2.1719 1.9339 4.5380  0.05
H: 1.7492 1.8428 1.9901  0.06
H: 0.2446 2.0173 0.8295  0.08
H: 0.7974 4.2389 2.6691  0.11
H: 1.5094 -0.5334 0.6987  0.08
H: 1.0866 -2.1586 1.5990  0.08
H: -1.6278 -2.8765 0.8661  0.10
C: -9.1305 4.0456 3.8986  -0.03
C: -8.7082 2.5998 4.0652  -0.35
C: -7.3482 2.4485 4.6756  -0.11
O: -6.9316 1.1898 4.1790  0.03
C: -7.5605 1.0293 2.9758  -0.49
O: -7.2784 0.1686 2.1593  0.12
O: -8.5444 1.9660 2.8063  0.09
H: -8.4461 4.5832 3.2336  0.08
H: -10.1225 4.1026 3.4391  0.09
H: -9.1624 4.5607 4.8640  0.10
H: -9.4687 2.0451 4.6286  0.16
H: -7.3784 2.4481 5.7682  0.14
H: -6.6324 3.2067 4.3369  0.14
C: 4.0726 -2.2451 -3.9148  -0.02
C: 3.2719 -2.6812 -2.7044  -0.34
C: 2.2737 -1.6575 -2.2565  -0.11
O: 2.1280 -1.9580 -0.8807  -0.01
C: 3.3178 -2.5011 -0.4826  -0.50
O: 3.6398 -2.6805 0.6797  0.13
O: 4.1022 -2.8111 -1.5611  0.08
H: 4.6519 -1.3406 -3.7005  0.10
H: 4.7938 -3.0197 -4.1943  0.06
H: 3.4187 -2.0511 -4.7710  0.09
H: 2.7986 -3.6528 -2.8928  0.16
H: 1.3187 -1.7482 -2.7806  0.14
H: 2.6364 -0.6270 -2.3477  0.15
C: 8.5843 -4.0486 -2.0058  -0.01
C: 8.3419 -4.1018 -3.5007  -0.35
C: 9.4569 -3.5013 -4.3015  -0.12
O: 8.7965 -3.1015 -5.4883  0.06
C: 7.5042 -2.8334 -5.1318  -0.50
O: 6.6977 -2.2578 -5.8425  0.12
O: 7.2373 -3.2912 -3.8694  0.08
H: 8.6759 -3.0145 -1.6568  0.09
H: 7.7386 -4.4872 -1.4665  0.09
H: 9.4932 -4.5948 -1.7342  0.09
H: 8.1275 -5.1311 -3.8138  0.14
H: 10.2504 -4.2213 -4.5181  0.14
H: 9.8972 -2.6118 -3.8357  0.14
C: 7.0778 -6.1774 -9.5966  -0.02
C: 6.2771 -6.6136 -8.3862  -0.35
C: 5.2789 -5.5899 -7.9383  -0.11
O: 5.1332 -5.8904 -6.5625  0.07
C: 6.3230 -6.4335 -6.1644  -0.49
O: 6.6450 -6.6129 -5.0020  0.13
O: 7.1074 -6.7435 -7.2429  0.09
H: 7.6571 -5.2730 -9.3823  0.09
H: 7.7990 -6.9521 -9.8761  0.09
H: 6.4239 -5.9835 -10.4527  0.09
H: 5.8038 -7.5852 -8.5746  0.16
H: 4.3239 -5.6806 -8.4624  0.14
H: 5.6416 -4.5594 -8.0295  0.14
C: -6.8479 9.5637 4.0922  -0.02
C: -7.1807 8.3565 3.2389  -0.35
C: -7.6395 8.7171 1.8588  -0.12
O: -8.4385 7.6034 1.5044  0.07
C: -8.9396 7.1074 2.6757  -0.49
O: -9.8386 6.2869 2.7489  0.11
O: -8.3028 7.6582 3.7553  0.09
H: -7.7254 10.2045 4.2299  0.09
H: -6.5305 9.2487 5.0914  0.09
H: -6.0454 10.1560 3.6411  0.09
H: -6.3308 7.6632 3.2146  0.17
H: -6.8073 8.8403 1.1609  0.15
H: -8.2677 9.6151 1.8299  0.14